1.
# C9H13NO2

A cluster of 2 separate species, C9H13NO2 in total (ωB97M-V/def2-TZVPD, the OMol25 dataset).

Calculated values
Kohn-Sham gap in eV: 8.98
Total charge: 0
E_tot in Eh: -555.98548
E_LUMO in eV: 0.5460
Relative energy (zero: lowest compared OMol25 entry of this formula, charge and spin) in kJ/mol: 47.90

XYZ file:
```
25
C9H13NO2 (ωB97M-V/def2-TZVPD)
C -1.15355 -0.70410 -0.16880
C -0.39854 -1.28089 0.98517
C -1.03779 -2.07737 1.93510
C -0.29132 -2.68917 2.92109
C 1.05673 -2.39098 3.09551
O 1.74822 -3.01449 4.09604
C 1.65196 -1.48913 2.21447
C 0.93360 -0.95274 1.15661
H -1.49894 0.30361 0.11366
H -2.00813 -1.27116 -0.52458
H -0.49963 -0.43934 -1.00533
H -2.08326 -2.29160 1.74230
H -0.64765 -3.40474 3.65807
H 2.50549 -2.46394 4.30715
H 2.68457 -1.20774 2.41275
H 1.42989 -0.24919 0.49680
C -0.18883 2.19850 -3.93589
C -0.78528 3.20463 -2.96186
N 0.08588 3.61975 -1.96999
O -1.96492 3.44296 -2.85804
H 0.75594 1.79012 -3.59977
H -0.12552 2.66295 -4.92095
H -0.91363 1.39613 -4.07499
H -0.31154 3.92696 -1.10212
H 1.05626 3.38095 -2.01240
```

***

2.
# C9H13NO2

A cluster of 2 separate species, C9H13NO2 in total (ωB97M-V/def2-TZVPD, the OMol25 dataset).

Calculated values
Kohn-Sham gap in eV: 8.95
Total charge: 0
E_tot in Eh: -555.98422
E_LUMO in eV: 0.6250
Relative energy (zero: lowest compared OMol25 entry of this formula, charge and spin) in kJ/mol: 51.22

XYZ file:
```
25
C9H13NO2 (ωB97M-V/def2-TZVPD)
C -2.62002 -0.35953 -3.89601
C -1.58497 -0.75467 -2.88701
C -1.40251 -2.08078 -2.53454
C -0.42187 -2.48341 -1.63850
C 0.40840 -1.53130 -1.05755
O 1.45345 -1.92369 -0.27755
C 0.22129 -0.21846 -1.43591
C -0.74367 0.20016 -2.31315
H -2.34246 0.48171 -4.53195
H -2.98933 -1.17423 -4.51441
H -3.52189 0.04193 -3.40972
H -1.98879 -2.86038 -3.00714
H -0.34978 -3.45993 -1.20324
H 2.15765 -1.28234 -0.40562
H 0.81607 0.55426 -0.93871
H -0.94711 1.24428 -2.51667
C 1.43241 2.83122 3.99826
C 1.04703 1.37777 4.03065
N 2.03083 0.50318 4.37619
O -0.01713 0.94581 3.61429
H 0.91941 3.31753 3.17613
H 2.48077 2.92012 3.73021
H 1.19608 3.40712 4.88876
H 1.77155 -0.46643 4.31602
H 2.99457 0.77003 4.43717
```

***

3.
# C9H13NO2

A cluster of 2 separate species, C9H13NO2 in total (ωB97M-V/def2-TZVPD, the OMol25 dataset).

Calculated values
Kohn-Sham gap (spin up / spin down) in eV: 8.41 / 4.74
Total charge: +1
⟨S²⟩: 0.767
E_tot in Eh: -555.69872
Multiplicity: 2
E_LUMO (spin up / spin down) in eV: -3.6642 / -7.3359
Relative energy (zero: lowest compared OMol25 entry of this formula, charge and spin) in kJ/mol: 71.64

XYZ file:
```
25
C9H13NO2 (ωB97M-V/def2-TZVPD)
C -1.95494 0.36310 -3.65357
C -0.88031 2.15667 0.03371
C -1.07173 2.96250 -1.12590
C -1.23546 0.77799 0.01973
C -1.49868 2.40933 -2.29484
C -1.58540 0.20649 -1.16437
C -1.74756 1.01900 -2.32275
O -0.46429 2.79330 1.08167
H -0.50281 2.32095 1.93278
H -0.72608 3.95473 -1.13289
H -1.21332 0.26700 0.97195
H -1.54572 3.05643 -3.15901
H -1.54337 -0.87505 -1.19285
H -0.97939 -0.01976 -3.97463
H -2.60733 -0.50080 -3.62473
H -2.27436 1.13552 -4.32961
C 1.88628 -2.93053 3.51324
C 2.55248 -1.87810 2.65314
O 2.49400 -0.72110 3.03502
N 3.09336 -2.24467 1.47097
H 3.57367 -1.53379 0.94450
H 3.25326 -3.19522 1.19042
H 1.96505 -3.95100 3.12889
H 0.82330 -2.69964 3.44826
H 2.18938 -2.87338 4.55086
```

***

4.
# C9H13NO2S

An isolated molecule of C9H13NO2S (ωB97M-V/def2-TZVPD, the OMol25 dataset).

Calculated values
Kohn-Sham gap in eV: 8.80
Total charge: 0
E_tot in Eh: -953.97561
E_LUMO in eV: 0.8920
Relative energy (zero: lowest compared OMol25 entry of this formula, charge and spin) in kJ/mol: 550.13

XYZ file:
```
26
C9H13NO2S (ωB97M-V/def2-TZVPD)
C -0.57305 -1.83778 -2.35360
C 0.31567 2.34755 -0.63573
C 0.22211 1.32317 0.48987
C -1.09389 -1.71466 1.89487
C -0.53032 -0.47339 1.83320
C -0.55461 -0.53529 -2.67394
C 1.72598 2.82280 -0.65879
C -1.12175 -2.59795 3.02643
C -0.48552 0.19227 0.59853
N 2.42267 2.80170 -1.70333
O -0.02683 1.75893 -1.82801
O 1.69310 -0.15535 -1.35842
S 0.91256 0.49562 -2.46113
H -1.46527 -2.46411 -2.29336
H 0.28074 -2.51706 -2.07432
H -0.31164 3.12759 -0.37342
H 0.75968 1.60127 1.37727
H -1.66617 -1.90876 0.87365
H 0.16515 -0.24246 2.66825
H -1.41669 -0.03817 -2.95582
H 1.99637 3.39124 0.36429
H -2.09951 -2.55098 3.54927
H -0.83048 -3.51223 2.61525
H -0.40009 -2.39924 3.78636
H -1.27427 -0.04796 -0.10318
H 3.35607 3.13327 -1.60421
```

***

5.
# C9H13NO3

An isolated molecule of C9H13NO3 (ωB97M-V/def2-TZVPD, the OMol25 dataset).

Calculated values
Kohn-Sham gap in eV: 8.46
Total charge: 0
E_tot in Eh: -631.12733
E_LUMO in eV: 0.4900
Relative energy (zero: lowest compared OMol25 entry of this formula, charge and spin) in kJ/mol: 281.29

XYZ file:
```
26
C9H13NO3 (ωB97M-V/def2-TZVPD)
C 2.99707 3.43067 0.53173
C 1.98375 2.49073 -0.15439
O 1.95429 2.42527 -1.39868
N 1.42982 1.43988 0.56443
C 0.50712 0.47577 0.24746
C 0.42547 -0.65565 0.98613
C -0.52941 -1.74705 0.76367
O 0.07044 -2.90706 0.27776
C -1.75577 -1.35846 -0.16927
C -2.30263 -2.66785 -0.86645
O -2.76357 -0.51254 0.48077
C -1.45397 -0.19922 -1.13786
C -0.41111 0.66075 -0.82368
H 3.69400 2.79231 0.92256
H 2.51542 4.04955 1.26783
H 3.44866 4.14012 -0.18870
H 2.09170 1.13626 1.28331
H 1.21004 -0.83495 1.74513
H -0.93127 -1.96851 1.69137
H -0.02662 -2.93848 -0.64465
H -3.20722 -2.57101 -1.56536
H -1.58267 -3.18833 -1.51230
H -2.65525 -3.34386 -0.12992
H -2.25473 0.13178 1.07398
H -2.20631 0.12741 -1.86639
H -0.24727 1.59249 -1.37850
```

***

6.
# C9H13NSe2

An isolated molecule of C9H13NSe2 (ωB97M-V/def2-TZVPD, the OMol25 dataset).

Calculated values
Kohn-Sham gap in eV: 8.43
Total charge: 0
E_tot in Eh: -5208.28311
E_LUMO in eV: 0.7987
Relative energy (zero: lowest compared OMol25 entry of this formula, charge and spin) in kJ/mol: 0.00

XYZ file:
```
25
C9H13NSe2 (ωB97M-V/def2-TZVPD)
C 4.01526 -1.08186 -0.24375
Se 2.36374 -2.12715 -0.19083
C 1.00757 -0.75716 -0.13012
C 1.20544 0.60594 -0.07381
C 0.16596 1.43584 0.16745
C 0.44021 2.93504 0.48873
C -1.12591 0.90485 0.15242
C -2.35913 1.77429 0.23376
C -1.24819 -0.60244 -0.01231
Se -2.89754 -1.37108 -0.21048
C -2.58408 -3.29085 -0.32819
N -0.16482 -1.35377 -0.15700
H 3.83989 -0.37423 -0.98319
H 4.19518 -0.30192 0.48716
H 4.86750 -1.72814 -0.36930
H 2.21876 0.88123 -0.10270
H 0.37518 3.68555 -0.43944
H -0.39714 3.11633 1.13706
H 1.37624 3.03309 1.04715
H -2.06214 2.52816 0.90219
H -2.61174 2.08245 -0.79471
H -3.22013 1.17785 0.52389
H -3.02951 -3.92083 0.46468
H -2.84081 -3.75109 -1.35644
H -1.52979 -3.50009 -0.21221
```

***

7.
# C9H13OPS

A cluster of 2 separate species, C9H13OPS in total (ωB97M-V/def2-TZVPD, the OMol25 dataset).

Calculated values
Kohn-Sham gap (spin up / spin down) in eV: 7.23 / 7.81
Total charge: 0
E_tot in Eh: -1165.32285
E_LUMO (spin up / spin down) in eV: -1.0775 / -0.1839
Relative energy (zero: lowest compared OMol25 entry of this formula, charge and spin) in kJ/mol: 422.35

XYZ file:
```
25
C9H13OPS (ωB97M-V/def2-TZVPD)
C 1.50213 -1.59875 -0.07949
C 0.16035 -1.25599 -0.24175
C 2.01734 0.70015 0.37950
C 2.42950 -0.62104 0.24446
C 0.68635 1.07945 0.19760
C -0.16849 0.05335 -0.09571
C -3.99644 0.59469 -1.49041
C 3.87396 -0.97760 0.43434
C 0.23903 2.50159 0.31497
O -3.41233 1.22925 0.94971
P -3.68885 -1.75157 0.47907
S -3.05686 0.30855 -0.12398
H 1.81133 -2.62715 -0.19975
H -0.57102 -2.01923 -0.47146
H 2.74323 1.46107 0.63471
H -4.36599 1.59425 -1.63025
H -3.69792 0.05620 -2.37126
H 4.46883 -0.57030 -0.38341
H 4.25465 -0.56122 1.36570
H 4.00944 -2.05601 0.45333
H 1.09152 3.16603 0.44187
H -0.30921 2.79470 -0.58014
H -0.43462 2.61247 1.16335
H -3.03855 -2.23706 -0.65282
H -2.54738 -1.87586 1.26185
```

***

8.
# C9H13OS

A cluster of 2 separate species, C9H13OS in total (ωB97M-V/def2-TZVPD, the OMol25 dataset).

Calculated values
Kohn-Sham gap (spin up / spin down) in eV: 4.92 / 4.92
Total charge: +1
E_tot in Eh: -823.79240
E_LUMO (spin up / spin down) in eV: -6.3477 / -6.3480
Relative energy (zero: lowest compared OMol25 entry of this formula, charge and spin) in kJ/mol: 82.96

XYZ file:
```
24
C9H13OS (ωB97M-V/def2-TZVPD)
C 1.95343 1.47544 -0.10956
C 2.48586 -0.93094 0.18216
C 0.69284 1.23508 0.36620
C 1.26406 -1.11537 0.66005
C 2.92766 0.43148 -0.15711
C 0.27931 -0.04154 0.86292
C -0.90802 -0.13899 1.54479
C 4.36974 0.61784 -0.42476
C -5.02587 -0.57181 0.19342
O -2.95963 0.40266 -1.19084
S -3.83886 0.83187 0.08640
H 2.13734 2.52749 -0.24234
H 3.15927 -1.75546 0.03470
H 0.12073 2.12918 0.26095
H 1.11991 -2.11339 1.10915
H -1.26612 -1.09404 1.74228
H -1.48723 0.68682 1.86254
H 4.49618 0.56029 -1.54836
H 4.75818 1.55918 0.09264
H 5.01440 -0.23847 0.01185
H -5.90709 -0.27106 0.70826
H -4.46674 -1.46171 0.59754
H -5.12872 -0.62525 -0.84262
H -1.98882 0.46724 -1.14814
```

***

For each record above, in turn, the calculated largest force on an atom values are 0.0428 0.0399 0.0306 0.0964 0.0852 0.0828 0.0174 0.0653 Eh/bohr.